Arrangement w

# CH2O3S2

2 unconnected molecules or ions with the total composition CH2O3S2 (wB97M-V/def2-TZVPD, OMol25).

Structure (XYZ):
```
8
Properties=species:S:1:pos:R:3:nbo_charge:R:1
C 0.339 0.032 -0.481 0.240
O 3.683 0.338 -1.095 -0.866
O 3.956 -1.122 0.947 -0.840
O 0.940 -0.126 0.545 -0.570
S -1.399 0.298 -0.293 0.042
S 3.456 0.071 0.305 1.670
H 0.985 0.060 -1.383 0.189
H -1.225 0.220 0.956 0.135
```

molar mass	126.2	g mol⁻¹
net charge	0
HOMO-LUMO gap	10.2	eV
multiplicity	1

Arrangement x

# CH2O3S2

A molecular structure, CH2O3S2 (wB97M-V/def2-TZVPD, OMol25).

Structure (XYZ):
```
8
Properties=species:S:1:pos:R:3:nbo_charge:R:1
C 0.343 0.801 -0.133 0.301
O -0.887 0.774 -0.126 -0.592
O -0.923 -1.591 0.804 -0.873
O -1.402 -1.310 -1.668 -0.865
S 1.334 1.459 1.236 0.036
S -1.812 -1.227 -0.268 1.694
H 0.941 0.288 -0.987 0.175
H 2.405 0.806 1.141 0.124
```

molar mass	126.2	g mol⁻¹
net charge	0
HOMO-LUMO gap	10.0	eV
multiplicity	1

It is arrangement x that is the least stable of them.